This record from the OMol25 dataset describes 10 unconnected molecules or ions with the total composition C60H150N10O20. The level of theory is wB97M-V/def2-TZVPD.

Geometry as XYZ:
```
240
Properties=species:S:1:pos:R:3:forces:R:3:lowdin_charge:R:1
C -11.1756 5.2213 -2.1962 -0.142 -0.819 0.262 -0.088
O -10.5992 4.1905 -1.3900 -1.166 0.268 -0.449 -0.201
C -9.2344 3.9409 -1.5073 -0.176 1.206 1.021 -0.258
C -8.9399 2.8859 -0.4590 2.094 0.003 -0.190 -0.151
N -7.4525 2.7980 -0.3933 -0.887 -0.264 1.507 -0.062
C -6.7937 2.2725 -1.4900 1.738 -0.323 -2.670 -0.291
C -5.3572 1.9107 -1.0998 1.682 -1.173 -0.554 -0.196
O -5.2682 0.8635 -0.1162 -0.711 -0.869 0.246 -0.214
C -3.9975 0.3221 0.3342 0.117 1.857 -1.065 -0.069
H -11.8930 4.7014 -2.8311 -0.083 0.370 -0.316 0.083
H -10.4716 5.7919 -2.8018 0.269 -0.189 0.013 0.084
H -11.7156 5.9211 -1.5585 0.032 -0.017 0.099 0.082
H -8.7434 4.8736 -1.2297 0.622 0.060 0.189 0.125
H -8.8839 3.7446 -2.5205 -0.272 -0.627 -0.206 0.117
H -9.4382 1.9503 -0.7130 -0.009 -0.238 -0.054 0.119
H -9.2350 3.2041 0.5409 -0.398 0.142 -0.284 0.123
H -7.0626 2.0565 0.1709 -1.328 0.261 2.265 0.098
H -6.7805 2.9317 -2.3579 0.482 0.447 -0.064 0.113
H -7.2061 1.3701 -1.9414 -0.487 -0.661 0.238 0.124
H -4.7074 2.7142 -0.7530 -0.362 0.593 -0.029 0.121
H -4.9084 1.5020 -2.0051 0.260 0.129 -0.341 0.114
H -3.3704 1.1572 0.6466 -0.313 0.232 1.494 0.074
H -3.2499 0.0269 -0.4021 -0.809 -0.950 -1.141 0.066
H -4.1695 -0.4970 1.0325 -0.084 0.509 0.074 0.086
C -7.8409 -4.7262 5.0937 -0.601 -1.741 0.297 -0.092
O -7.4655 -5.1316 3.7342 -1.127 1.046 1.901 -0.193
C -6.7431 -4.1927 2.9681 2.017 -1.259 0.289 -0.187
C -5.2321 -4.2825 3.5070 -0.370 2.037 -0.299 -0.153
N -4.7606 -2.9438 3.9553 -0.347 -0.149 -0.949 -0.072
C -3.5580 -2.8705 4.7832 -1.109 -1.045 -0.668 -0.195
C -3.3757 -1.4660 5.3730 2.568 -0.748 0.087 -0.250
O -4.3923 -1.1213 6.2012 -3.473 0.929 -0.091 -0.185
C -4.2815 -1.1174 7.6002 1.056 -0.508 -0.395 -0.078
H -7.9286 -5.6297 5.6969 -0.208 -0.806 -0.615 0.075
H -8.8502 -4.3260 5.1901 0.085 0.552 -0.673 0.079
H -7.2056 -4.2486 5.8397 0.990 1.116 -1.192 0.080
H -7.1674 -3.1942 2.8633 0.058 0.298 0.838 0.118
H -6.8112 -4.5669 1.9466 0.247 -0.277 -0.010 0.092
H -4.5326 -4.6616 2.7619 -0.085 0.135 -0.452 0.101
H -5.1782 -5.0406 4.2883 -0.400 -0.011 0.455 0.099
H -5.5225 -2.3512 4.2528 0.123 -0.161 0.382 0.096
H -2.7720 -3.3369 4.1892 0.729 0.965 -0.285 0.099
H -3.6202 -3.6836 5.5066 -0.172 0.384 1.226 0.093
H -3.1530 -0.6771 4.6546 -0.963 -0.078 -0.744 0.108
H -2.4323 -1.3645 5.9095 0.477 -0.810 0.462 0.108
H -3.7996 -2.0599 7.8604 0.488 0.161 0.611 0.088
H -5.2306 -1.1145 8.1362 -0.299 0.157 -0.666 0.087
H -3.7274 -0.2172 7.8660 0.298 -0.194 0.549 0.090
C -1.3897 -1.6355 2.6366 1.013 -0.019 0.292 -0.112
O -0.9226 -0.6824 1.7262 -0.793 0.713 -0.594 -0.200
C 0.4364 -0.7885 1.3516 -0.220 -0.835 0.750 -0.222
C 0.5772 -0.0059 0.1014 -0.902 0.449 -1.326 -0.199
N 1.6855 -0.3508 -0.7901 -0.012 -0.388 0.258 -0.001
C 2.9130 0.0422 -0.1387 0.561 0.011 1.154 -0.241
C 4.1904 -0.3832 -0.8337 -0.121 -0.584 -0.592 -0.187
O 4.3636 0.1677 -2.1217 -0.701 1.185 -0.297 -0.166
C 4.1723 1.5635 -2.2200 0.980 1.083 -1.214 -0.117
H -2.4766 -1.7155 2.6148 0.125 0.236 -0.072 0.076
H -1.0074 -1.3517 3.6171 -0.376 -0.058 0.560 0.065
H -0.9325 -2.6057 2.4423 -0.136 -0.371 -0.237 0.090
H 0.6002 -1.8389 1.1109 0.549 -0.261 0.084 0.127
H 1.0731 -0.4651 2.1751 0.235 -0.044 0.170 0.108
H 0.5255 1.0700 0.2679 0.143 0.242 0.424 0.103
H -0.3763 -0.2629 -0.3599 0.106 0.137 -0.693 0.109
H 1.6441 0.3091 -1.5536 -0.549 -0.224 -0.626 0.070
H 2.9481 -0.3583 0.8745 0.049 -0.422 0.080 0.112
H 2.8103 1.1077 0.0669 0.731 0.407 0.002 0.081
H 4.1707 -1.4454 -1.0776 -0.380 -0.190 0.372 0.105
H 5.1075 -0.2708 -0.2555 -0.063 0.559 0.490 0.122
H 3.4242 2.1044 -1.6404 -0.382 -0.768 0.323 0.072
H 3.9907 1.8328 -3.2605 -0.530 -0.509 -0.236 0.075
H 5.0838 2.1466 -2.0885 0.583 -0.264 0.722 0.085
C -7.4830 -6.6356 -3.4535 -0.931 -0.440 -0.693 -0.152
O -6.4571 -5.7982 -3.0259 -0.364 0.939 2.872 -0.180
C -6.6694 -5.3474 -1.6174 1.522 -1.189 0.063 -0.174
C -5.6899 -4.2470 -1.1602 0.568 0.118 -1.932 -0.179
N -4.2478 -4.5727 -1.1415 -0.963 -1.902 0.905 -0.067
C -3.4881 -5.1938 -2.2340 0.014 1.826 0.579 -0.172
C -2.7709 -4.1174 -3.0939 0.956 -0.641 0.219 -0.204
O -2.0985 -3.2173 -2.1940 -1.223 -0.423 -1.153 -0.210
C -1.2678 -2.2370 -2.8085 0.043 -0.238 1.026 -0.112
H -7.7236 -6.3265 -4.4707 -0.230 -0.149 -0.056 0.087
H -8.3866 -6.6161 -2.8443 -0.179 0.688 0.118 0.077
H -7.2980 -7.7097 -3.4671 0.917 -0.149 -0.008 0.080
H -6.5298 -6.1387 -0.8808 1.215 -1.081 -0.370 0.111
H -7.7034 -5.2778 -1.2796 -0.631 1.501 -1.239 0.108
H -6.0700 -3.9567 -0.1807 0.458 0.181 0.089 0.097
H -5.6930 -3.3984 -1.8443 -1.183 0.404 -0.006 0.109
H -3.7172 -4.0514 -0.4582 -0.010 -0.117 -0.464 0.099
H -4.0279 -5.9325 -2.8265 -0.455 0.496 0.011 0.108
H -2.6758 -5.7728 -1.7947 0.126 0.070 0.240 0.107
H -3.2812 -3.5508 -3.8728 -0.800 0.034 0.324 0.115
H -2.0412 -4.7088 -3.6470 0.540 0.025 -0.277 0.106
H -0.2764 -2.6754 -2.6939 0.463 0.917 -0.075 0.090
H -1.4922 -1.3305 -2.2465 0.828 0.083 0.341 0.072
H -1.3988 -1.8935 -3.8346 -0.649 -0.880 -0.450 0.077
C -2.0150 -5.8069 6.4275 -0.904 1.263 1.709 -0.111
O -1.2225 -4.6753 6.1474 -0.013 -1.166 -0.313 -0.182
C -0.1164 -5.1245 5.4475 2.443 1.869 -1.143 -0.265
C 0.7005 -3.8658 5.1678 1.727 0.466 -0.293 -0.188
N 1.9403 -4.0682 4.3876 -0.611 0.875 -1.081 -0.069
C 3.1910 -3.4024 4.7982 -1.575 -0.906 1.335 -0.189
C 3.1791 -1.8566 4.7408 1.014 -1.516 1.590 -0.185
O 4.4632 -1.4511 5.2641 -0.575 -0.015 0.005 -0.197
C 4.5680 -0.0284 5.2486 0.242 -0.891 -1.373 -0.096
H -2.6310 -6.0851 5.5723 0.242 -0.509 -0.025 0.091
H -2.6487 -5.4360 7.2330 -0.649 -0.223 -0.133 0.086
H -1.4325 -6.5717 6.9413 0.116 -0.506 -0.686 0.092
H -0.2788 -5.5564 4.4600 -0.815 -0.449 -0.082 0.125
H 0.5593 -5.7876 5.9876 -0.338 -0.432 0.470 0.126
H 1.0006 -3.4262 6.1190 -0.137 0.073 0.416 0.113
H 0.0717 -3.1226 4.6773 -0.272 0.009 -0.032 0.087
H 2.0838 -4.9841 3.9867 -0.001 -0.130 -0.008 0.037
H 4.0841 -3.8687 4.3823 -0.214 0.285 -0.710 0.104
H 3.2271 -3.7728 5.8227 0.805 0.969 0.827 0.110
H 2.4755 -1.5143 5.4996 -0.597 0.127 -0.349 0.096
H 2.9048 -1.4944 3.7500 0.334 0.269 -0.201 0.114
H 4.6836 0.1476 4.1792 -0.113 1.073 0.031 0.074
H 5.4748 0.3237 5.7405 -0.133 -0.308 0.219 0.093
H 3.6733 0.4527 5.6436 -0.027 0.104 0.160 0.067
C 0.3887 0.5825 6.2131 -0.897 1.088 -1.075 -0.057
O -0.1500 1.8009 5.6555 0.935 0.913 1.349 -0.208
C -0.5532 1.7888 4.3024 0.006 -0.878 0.438 -0.202
C -0.9907 3.1996 3.8287 0.786 -1.641 2.000 -0.187
N 0.1101 4.0924 3.6013 -0.766 0.535 -2.506 -0.079
C -0.4675 5.3539 3.0482 3.776 1.444 1.362 -0.124
C 0.5957 6.5452 3.3131 -1.827 -0.690 1.438 -0.174
O 0.4402 6.8881 4.7092 0.925 0.577 -0.045 -0.225
C 1.2281 8.0546 5.0690 0.031 -1.299 -1.401 -0.095
H -0.2895 -0.2010 5.8751 0.177 -0.579 0.319 0.067
H 0.3982 0.6927 7.2975 -0.183 -0.026 -0.135 0.094
H 1.4062 0.3876 5.8744 0.017 0.000 -0.213 0.053
H -1.3508 1.0460 4.2888 -0.693 0.189 -0.621 0.102
H 0.2434 1.3117 3.7315 0.278 0.378 -0.642 0.104
H -1.5183 3.6360 4.6769 -0.997 -0.310 0.019 0.120
H -1.6422 3.0653 2.9652 0.151 0.309 -0.130 0.125
H 0.8267 4.1280 4.3122 -0.586 0.509 0.356 0.127
H -1.3595 5.6133 3.6183 -0.258 0.181 -0.354 0.112
H -0.5646 5.3547 1.9625 -0.473 -0.573 0.080 0.093
H 0.3541 7.4377 2.7360 -0.055 -0.067 -0.420 0.113
H 1.6445 6.2813 3.1771 -0.040 -0.335 -0.457 0.099
H 2.1702 8.1054 4.5232 0.463 -0.674 -0.175 0.069
H 1.5242 7.9536 6.1131 -0.748 0.662 0.043 0.090
H 0.7540 8.9318 4.6287 -0.529 0.443 1.100 0.084
C 4.6136 2.8572 -6.7082 -0.531 2.649 -0.553 -0.091
O 4.7655 2.4532 -8.0607 0.754 -2.146 0.980 -0.177
C 4.2142 3.1796 -9.1173 0.820 0.796 -0.512 -0.219
C 5.1947 4.2731 -9.5671 -0.399 0.570 -0.310 -0.203
N 6.3430 3.7515 -10.3362 -0.257 0.155 0.860 -0.042
C 7.0245 4.7285 -11.1697 0.505 0.612 -1.267 -0.196
C 6.8162 4.7135 -12.7236 -0.583 -0.357 -0.044 -0.209
O 7.0209 3.3792 -13.1736 1.602 -0.899 0.788 -0.199
C 7.6063 3.3061 -14.4494 -0.580 0.556 -1.036 -0.126
H 3.5686 2.9736 -6.4210 -0.331 -0.570 0.054 0.066
H 4.9766 3.8795 -6.6020 0.083 0.577 -0.193 0.070
H 5.1876 2.4286 -5.8867 0.060 -1.385 -0.889 0.090
H 3.2172 3.5464 -8.8734 -0.071 0.345 0.023 0.119
H 4.1369 2.5555 -10.0076 -0.337 -0.767 0.333 0.117
H 5.4081 4.7924 -8.6328 0.896 0.259 -0.149 0.105
H 4.7472 4.9978 -10.2473 -0.870 0.255 0.279 0.111
H 5.9705 2.9700 -10.8564 0.524 -0.085 -0.413 0.096
H 8.1122 4.6994 -11.1046 0.317 -1.122 0.156 0.105
H 6.9785 5.7517 -10.7968 -1.165 0.163 0.147 0.112
H 7.4570 5.4473 -13.2124 0.974 -0.189 0.309 0.107
H 5.8941 4.9996 -13.2295 -1.010 0.223 0.980 0.113
H 6.7615 3.5303 -15.1007 0.428 0.483 -0.884 0.088
H 8.0384 2.3929 -14.8586 -0.575 -0.957 1.200 0.083
H 8.4778 3.9449 -14.5922 -0.294 0.851 0.206 0.084
C 3.3804 -4.0940 -0.3443 -0.414 -0.394 -0.261 -0.105
O 3.2904 -5.2221 0.5134 1.190 0.225 0.806 -0.196
C 4.1537 -5.0459 1.6747 -1.475 0.006 0.599 -0.203
C 4.0241 -6.3214 2.5230 -0.419 0.731 -1.010 -0.178
N 2.6070 -6.4793 2.9850 1.728 -0.559 -0.289 -0.073
C 2.3083 -7.7903 3.6020 0.528 -0.609 -1.593 -0.156
C 2.5299 -9.0223 2.6175 -0.317 -0.071 2.394 -0.174
O 2.4007 -10.2464 3.4375 0.431 0.236 -2.236 -0.199
C 2.1889 -11.3331 2.4989 -0.731 0.116 0.774 -0.119
H 3.0275 -4.3849 -1.3337 -0.016 -0.158 0.026 0.090
H 4.4159 -3.7708 -0.4511 0.059 0.207 0.102 0.079
H 2.7223 -3.2915 -0.0112 0.189 0.269 0.203 0.075
H 3.7888 -4.2167 2.2807 -0.101 0.402 -0.231 0.095
H 5.1874 -4.8377 1.3985 0.086 -0.215 -0.236 0.123
H 4.7364 -6.3053 3.3479 -0.079 -0.167 -0.005 0.123
H 4.3077 -7.0068 1.7243 0.114 -1.084 0.570 0.104
H 2.1310 -6.3280 2.1071 -0.852 -0.247 0.024 0.104
H 1.2768 -7.7673 3.9535 -0.058 -0.170 -0.142 0.105
H 2.9314 -7.9528 4.4815 0.157 0.174 -0.049 0.116
H 3.5191 -9.0539 2.1609 0.028 0.311 0.012 0.108
H 1.7735 -9.0058 1.8328 -0.140 -0.056 -0.064 0.110
H 1.2736 -11.0662 1.9706 -0.213 -0.511 -0.150 0.078
H 2.0917 -12.2808 3.0284 -0.368 0.280 0.401 0.082
H 2.9321 -11.5826 1.7416 0.703 0.888 0.046 0.080
C 1.4026 0.3520 -4.2533 -0.418 -1.865 -0.677 -0.128
O 0.8820 1.4027 -3.4983 -0.543 2.143 -0.603 -0.204
C -0.0897 2.3537 -4.0789 0.875 -0.403 -0.915 -0.146
C 0.3869 3.4295 -5.1309 1.108 -0.704 2.606 -0.197
N 1.1809 4.4288 -4.4389 0.240 1.826 -1.079 -0.061
C 1.7906 5.5547 -5.2492 -0.582 0.220 2.024 -0.165
C 2.6259 6.4558 -4.3200 -0.267 -0.736 -0.640 -0.228
O 3.8072 5.7462 -3.9369 -0.026 1.540 -0.900 -0.170
C 4.6997 6.6155 -3.2721 0.828 -0.487 2.942 -0.135
H 0.7181 -0.4927 -4.1743 -0.219 -0.293 0.103 0.069
H 2.3519 -0.0393 -3.8876 0.074 0.574 0.601 0.079
H 1.5629 0.4091 -5.3300 -0.172 1.179 -0.227 0.088
H -0.5481 2.8035 -3.1981 0.192 0.255 -0.141 0.109
H -0.8967 1.9386 -4.6827 -0.073 -1.304 0.471 0.107
H -0.5836 3.8008 -5.4599 0.298 0.437 -0.549 0.115
H 1.0089 2.9712 -5.8999 -0.542 -0.352 -0.554 0.102
H 1.7954 4.0493 -3.7329 0.274 -0.128 -0.359 0.099
H 0.9829 6.2174 -5.5598 -0.337 -0.176 -0.210 0.109
H 2.3766 5.3534 -6.1460 0.128 -0.775 -0.007 0.101
H 2.0229 6.7799 -3.4718 -0.044 -0.437 0.498 0.117
H 2.8655 7.4023 -4.8047 0.331 -0.078 -0.491 0.116
H 4.5476 7.6820 -3.1057 -1.100 0.222 -1.145 0.086
H 5.7750 6.5731 -3.4454 -0.112 -0.723 -1.167 0.083
H 4.6434 6.2867 -2.2345 0.180 -0.091 0.480 0.079
C 6.4414 3.0845 3.5990 1.627 -0.099 0.395 -0.120
O 5.7850 2.0300 2.9477 0.236 -0.197 1.250 -0.186
C 4.6408 2.4050 2.2417 0.797 -0.139 -1.218 -0.239
C 3.4392 2.8486 3.0404 -0.507 -0.141 0.005 -0.183
N 2.2560 2.8178 2.1581 0.939 -0.447 0.042 -0.050
C 2.3204 3.8751 1.1727 -0.618 0.178 -0.545 -0.197
C 1.0830 3.8666 0.2450 0.331 0.160 1.173 -0.175
O 0.7474 5.2496 -0.0769 1.940 -1.737 0.113 -0.200
C -0.1480 5.4224 -1.1295 -1.969 -0.763 1.197 -0.122
H 7.2039 2.6502 4.2456 -0.509 -0.411 0.637 0.086
H 5.8547 3.8084 4.1645 -0.418 -0.287 -0.041 0.087
H 7.1545 3.6405 2.9904 -0.524 0.401 -1.062 0.082
H 4.3809 1.5580 1.6068 -0.211 -0.228 0.290 0.108
H 5.0399 3.1269 1.5292 -0.659 0.715 -0.203 0.119
H 3.6486 3.8003 3.5288 -0.186 0.754 -0.300 0.106
H 3.3109 2.2118 3.9157 -0.194 -0.597 -0.281 0.109
H 1.3833 2.9091 2.6584 0.071 0.255 0.294 0.045
H 3.2538 3.7422 0.6256 -0.116 0.365 -0.239 0.103
H 2.2875 4.8661 1.6254 0.368 0.303 0.164 0.099
H 0.3153 3.3645 0.8337 -0.757 0.542 0.307 0.099
H 1.2002 3.1087 -0.5296 0.240 0.755 -1.140 0.103
H 0.0389 4.8853 -2.0594 0.777 0.735 -0.294 0.062
H -0.4331 6.4743 -1.1125 0.553 0.078 -0.873 0.096
H -1.0663 4.9523 -0.7776 -0.727 -0.245 -0.110 0.077
```
Positions in Å, forces in eV/Å.

Summary:
LUMO level in eV: 0.57
SMILES: COCCNCCOC.COCCNCCOC.COCCNCCOC.COCCNCCOC.COCCNCCOC.COCCNCCOC.COCCNCCOC.COCCNCCOC.COCCNCCOC.COCCNCCOC
Electronic energy in eV: -120478.9361
Relative energy (zero: lowest compared OMol25 entry of this formula, charge and spin) in kJ/mol: 1156.3